1.
ORCA calculation (ωB97M-V with the def2-TZVPD basis set) on 11 unconnected molecules or ions with the total composition C38H107N13O11 at a distorted geometry.

Element x y z (Å)
1 C -0.35120 -2.93523 -3.95180
2 C -1.52310 -3.81773 -3.92669
3 C -2.73668 -2.92942 -4.23406
4 O -3.93541 -3.75759 -4.13345
5 C -5.12754 -3.01494 -3.99481
6 N -1.44740 -4.86298 -4.85334
7 H 0.58221 -3.52574 -3.69832
8 H -0.43883 -2.17759 -3.17544
9 H -0.33597 -2.51683 -4.95920
10 H -1.62185 -4.11721 -2.89513
11 H -2.60835 -2.49105 -5.25680
12 H -2.83722 -2.06187 -3.54117
13 H -5.03885 -2.30568 -3.10703
14 H -5.95676 -3.68635 -3.84948
15 H -5.26166 -2.35685 -4.82853
16 H -2.25813 -5.49678 -4.75063
17 H -0.62791 -5.39259 -4.74608
18 C -0.07838 5.11777 -2.84116
19 C 0.73368 3.82459 -3.07819
20 C -0.14037 2.82037 -3.79377
21 O 0.72577 1.70146 -4.07187
22 C 0.16946 0.57877 -4.72757
23 N 2.02784 4.05930 -3.58694
24 H -0.96579 5.00572 -2.26188
25 H -0.28724 5.63248 -3.81269
26 H 0.53813 5.79234 -2.23184
27 H 0.84839 3.27719 -2.10347
28 H -0.34117 3.29119 -4.78407
29 H -1.12090 2.72024 -3.23893
30 H 0.93697 -0.18253 -4.52174
31 H 0.05963 0.72706 -5.82656
32 H -0.82079 0.30282 -4.38011
33 H 2.36275 3.26801 -4.16055
34 H 2.02237 4.86457 -4.19929
35 C -4.83461 2.75937 -3.27818
36 C -4.40982 2.04235 -1.97357
37 C -5.45175 2.04513 -0.84234
38 O -5.51684 3.31773 -0.28008
39 C -6.51210 4.16785 -0.77219
40 N -3.98233 0.72254 -2.27157
41 H -4.88501 3.88176 -3.27098
42 H -5.80198 2.36608 -3.48772
43 H -4.14431 2.44534 -4.07520
44 H -3.62781 2.61627 -1.58175
45 H -5.14608 1.32070 -0.08679
46 H -6.47196 1.68382 -1.19246
47 H -7.52749 3.78373 -0.49422
48 H -6.65354 4.21816 -1.86843
49 H -6.29499 5.13970 -0.37030
50 H -4.68906 0.03058 -2.60580
51 H -3.55363 0.26266 -1.45250
52 C -2.80719 0.04582 4.71270
53 C -2.66283 0.75968 6.13580
54 C -3.79199 1.77377 6.33591
55 O -4.09122 2.52453 5.12298
56 C -5.48768 2.75737 4.88722
57 N -2.75702 -0.27364 7.14180
58 H -2.27289 -0.91883 4.88407
59 H -2.35375 0.50266 3.88098
60 H -3.84101 -0.19604 4.60137
61 H -1.72541 1.22640 6.28844
62 H -3.50695 2.43342 7.14892
63 H -4.66407 1.13020 6.47674
64 H -6.04276 1.77646 4.61656
65 H -5.52152 3.44053 4.07073
66 H -5.97940 3.18324 5.74617
67 H -3.06767 -1.16047 6.66294
68 H -1.96922 -0.30079 7.75531
69 C 6.14178 4.59054 3.01114
70 C 5.35492 3.67380 2.12365
71 C 4.52020 4.54162 1.24868
72 O 3.93198 3.67798 0.34882
73 C 2.85785 4.33095 -0.31651
74 N 6.29034 2.79197 1.38074
75 H 5.44972 5.29255 3.50667
76 H 6.96116 5.11617 2.49780
77 H 6.62137 3.94462 3.77104
78 H 4.67736 3.09455 2.78410
79 H 5.13356 5.30069 0.69145
80 H 3.74380 5.08772 1.81156
81 H 3.20497 5.24599 -0.95777
82 H 2.08076 4.64689 0.39491
83 H 2.48716 3.58754 -1.04572
84 H 7.23243 3.19998 1.36731
85 H 5.96866 2.59677 0.45187
86 C 4.34373 1.00837 -4.08632
87 C 5.04375 1.64107 -2.91369
88 C 6.11396 0.77747 -2.24678
89 O 5.56843 -0.47461 -2.14927
90 C 6.39944 -1.43151 -1.55439
91 N 5.64717 2.90119 -3.14176
92 H 3.87364 1.84845 -4.68569
93 H 3.71681 0.10147 -3.83462
94 H 5.20056 0.50856 -4.67233
95 H 4.36664 1.91204 -2.13419
96 H 6.35107 1.29511 -1.29021
97 H 7.02782 0.77169 -2.88572
98 H 7.40812 -1.37417 -2.01844
99 H 6.05364 -2.46260 -1.68828
100 H 6.54486 -1.31304 -0.45101
101 H 6.21321 3.00140 -3.97916
102 H 5.07588 3.74334 -2.99827
103 C 4.73275 -4.68660 5.46859
104 C 4.65557 -3.18295 5.90316
105 C 4.93080 -2.27536 4.76605
106 O 3.83805 -2.27707 3.84127
107 C 3.66068 -1.10546 3.16025
108 N 3.50604 -2.92789 6.69296
109 H 5.80110 -4.90208 5.32042
110 H 4.20873 -4.88984 4.55251
111 H 4.42550 -5.32365 6.28575
112 H 5.53376 -3.01602 6.59547
113 H 5.74577 -2.69811 4.29002
114 H 5.15981 -1.28549 5.11302
115 H 2.89209 -1.22124 2.36069
116 H 4.54743 -0.70122 2.63162
117 H 3.25557 -0.35297 3.81592
118 H 3.34947 -1.95441 7.02081
119 H 2.63213 -3.21055 6.16526
120 C 0.30475 0.77547 1.33880
121 C 0.40951 0.44433 -0.07850
122 C 0.64969 -1.00203 -0.36343
123 O 1.79195 -1.66232 0.22404
124 C 2.95100 -1.40529 -0.62102
125 N -0.78144 0.87849 -0.79942
126 H 0.11768 1.79360 1.44227
127 H 1.21204 0.64284 1.86693
128 H -0.50255 0.17652 1.70136
129 H 1.25883 1.01276 -0.42012
130 H 0.63693 -1.17754 -1.43031
131 H -0.20682 -1.62207 -0.00066
132 H 2.87254 -1.86113 -1.63818
133 H 3.77390 -1.83076 -0.05958
134 H 3.11100 -0.34347 -0.75157
135 H -0.69145 0.71593 -1.77694
136 H -1.03731 1.86667 -0.63946
137 C -5.11971 -5.52384 -0.02141
138 C -3.71693 -5.14096 -0.58363
139 C -3.12776 -3.90745 -0.04642
140 O -4.14788 -2.95145 -0.07290
141 C -3.71697 -1.93072 0.89449
142 N -2.73453 -6.20570 -0.50192
143 H -4.97948 -6.07757 0.87535
144 H -5.63896 -6.19083 -0.72876
145 H -5.85623 -4.71305 0.13330
146 H -3.81255 -5.01056 -1.66414
147 H -2.32492 -3.54135 -0.73655
148 H -2.68882 -4.14155 0.95031
149 H -4.42684 -1.13544 0.85086
150 H -2.69452 -1.63407 0.65109
151 H -3.71744 -2.50731 1.87738
152 H -2.82422 -6.78105 -1.32512
153 H -2.89325 -6.91815 0.23040
154 C 1.07785 -5.36062 -1.09126
155 O 2.22972 -5.34703 -1.52513
156 N 0.48933 -4.14140 -0.75331
157 N 0.37525 -6.47842 -0.97898
158 H -0.43233 -4.30179 -0.35028
159 H 1.12619 -3.42778 -0.36791
160 H 0.79825 -7.28007 -1.45767
161 H -0.62515 -6.33251 -0.78783
162 C -2.15739 3.34988 1.54654
163 O -1.37910 3.59770 0.64703
164 N -2.49350 4.10461 2.60298
165 N -2.84238 2.14262 1.53299
166 H -2.82493 3.57983 3.40596
167 H -1.97650 4.96324 2.79509
168 H -3.75766 2.14193 1.94802
169 H -2.63863 1.67221 0.69189

Output
HOMO energy = -8.708 eV
E = -3051.282089 Eh
gap between HOMO and LUMO = 9.17 eV
energy above the lowest of the compared OMol25 structures with the same formula, charge and spin = 84.36 kcal/mol
multiplicity = 1
LUMO = 0.5 eV

Mulliken population analysis, charges in e, atoms 1 to 2:
1. C -1.16
2. C 1.88

2.
ORCA calculation (ωB97M-V with the def2-TZVPD basis set) on 20 unconnected molecules or ions with the total composition C38H109N7O37S13 at a distorted geometry.

Element x y z (Å)
1 C -4.16962 -6.11295 0.09683
2 N -4.33830 -4.65827 -0.23158
3 O -3.40497 -3.89738 -0.07435
4 O -5.46618 -4.33783 -0.56051
5 H -3.10024 -6.24732 0.16887
6 H -4.61665 -6.73800 -0.68834
7 H -4.74941 -6.25680 0.96064
8 C 3.16470 -2.53756 1.46932
9 N 3.60234 -3.98116 1.75406
10 O 3.41973 -4.50411 2.81743
11 O 4.07224 -4.51098 0.82815
12 H 2.59794 -2.20679 2.32796
13 H 2.45415 -2.66492 0.62119
14 H 4.07745 -1.94481 1.23082
15 C 1.13808 3.67654 -3.36823
16 N 2.08665 2.91882 -4.16695
17 O 1.66765 1.94519 -4.77635
18 O 3.23935 3.28646 -4.04391
19 H 1.24892 4.61784 -3.73644
20 H 1.31180 3.60278 -2.31045
21 H 0.21437 3.17390 -3.53061
22 C -0.99407 2.53984 6.92168
23 N 0.47504 2.52493 7.11884
24 O 1.12021 3.31930 6.48618
25 O 0.87932 1.76991 7.99058
26 H -1.45055 2.13837 7.81836
27 H -1.30482 1.85145 6.12776
28 H -1.28748 3.58650 6.69284
29 C -6.14118 -0.52652 0.02509
30 N -5.74015 -0.12685 1.37368
31 O -4.80445 -0.67171 1.90973
32 O -6.27387 0.87235 1.83716
33 H -6.90882 0.12985 -0.32342
34 H -6.57363 -1.57466 0.05825
35 H -5.28848 -0.54489 -0.64185
36 C -5.68695 0.35423 4.97618
37 N -6.44941 -0.88480 5.19960
38 O -6.84194 -1.49672 4.20764
39 O -6.77883 -1.17735 6.34281
40 H -5.10968 0.23155 4.05800
41 H -5.19006 0.58367 5.92364
42 H -6.47570 1.12587 4.81561
43 C 1.07942 -1.51171 -4.34449
44 N 1.26360 -2.65916 -5.23777
45 O 0.59786 -2.70338 -6.25147
46 O 2.11006 -3.46793 -4.95429
47 H -0.03928 -1.47506 -4.20577
48 H 1.40290 -0.67983 -4.91805
49 H 1.67900 -1.71508 -3.44495
50 C 2.68485 -6.00753 -2.55864
51 S 1.14953 -6.69042 -3.26981
52 O 0.12480 -5.69199 -3.21227
53 C 1.86170 -6.75497 -4.92181
54 H 3.00457 -5.06322 -3.06834
55 H 3.51288 -6.75800 -2.74308
56 H 2.67738 -5.91535 -1.48296
57 H 2.79465 -7.32364 -4.77004
58 H 2.07044 -5.74044 -5.27346
59 H 1.15483 -7.38306 -5.44287
60 C -4.49125 -2.69329 -2.95237
61 S -3.22854 -2.82639 -4.18513
62 O -2.10743 -1.96096 -3.68352
63 C -2.77630 -4.53586 -3.82384
64 H -5.34210 -3.30552 -3.17424
65 H -4.96288 -1.71187 -3.11379
66 H -4.07877 -2.84175 -1.93079
67 H -2.02755 -4.82996 -4.55244
68 H -3.64323 -5.13093 -4.06791
69 H -2.34063 -4.66389 -2.76409
70 C 2.57580 3.11211 0.23973
71 S 1.41465 4.51452 0.57262
72 O 1.59442 5.43067 -0.58513
73 C 2.48553 5.29028 1.83833
74 H 3.27036 3.67729 -0.38582
75 H 2.00215 2.32661 -0.23485
76 H 3.06790 2.74671 1.18494
77 H 2.02398 6.24058 2.01838
78 H 3.41734 5.46182 1.35533
79 H 2.68547 4.59890 2.63175
80 C -4.34274 1.09315 -2.33150
81 S -5.78457 1.05755 -3.47758
82 O -6.67323 -0.05976 -2.88404
83 C -6.52688 2.74438 -3.05938
84 H -3.82684 2.01406 -2.62719
85 H -3.78587 0.21595 -2.21888
86 H -4.56946 1.34027 -1.33249
87 H -7.34372 2.91942 -3.75156
88 H -5.61573 3.29912 -3.42036
89 H -6.83031 2.78879 -1.98239
90 C 4.41136 -0.16797 -3.79584
91 S 4.23517 -0.58889 -2.03707
92 O 2.88010 -0.24158 -1.53482
93 C 4.29732 -2.39768 -2.35714
94 H 4.64370 -0.99554 -4.46443
95 H 5.19942 0.57899 -3.84244
96 H 3.54508 0.37402 -4.06718
97 H 4.46791 -2.93639 -1.41547
98 H 5.12665 -2.54829 -3.07021
99 H 3.41446 -2.79463 -2.85026
100 C -1.10119 -1.05314 3.44890
101 S -1.26252 -1.20521 5.30864
102 O -2.24056 -0.13057 5.66126
103 C -2.23287 -2.78020 5.32759
104 H -0.42412 -0.20736 3.32961
105 H -2.15963 -0.83758 3.12820
106 H -0.59253 -1.96131 3.04091
107 H -1.57652 -3.56882 5.02631
108 H -3.09333 -2.59702 4.67954
109 H -2.63593 -2.91909 6.37651
110 C -0.99521 3.78834 3.09164
111 S -2.74657 4.07720 2.83740
112 O -2.79013 5.06580 1.69723
113 C -3.24527 2.42246 2.17934
114 H -0.93695 3.21478 4.08039
115 H -0.69574 4.81832 3.19622
116 H -0.40547 3.18673 2.39035
117 H -2.74504 1.52857 2.59964
118 H -3.04949 2.42517 1.07079
119 H -4.30286 2.30125 2.33110
120 C 8.19655 -0.35677 2.72260
121 S 7.56962 -1.09254 1.25102
122 O 6.18626 -1.62121 1.55781
123 C 7.44416 0.53204 0.30401
124 H 9.20880 0.10921 2.62847
125 H 8.43969 -1.17301 3.43515
126 H 7.51724 0.43817 3.10718
127 H 6.91588 0.25362 -0.65973
128 H 8.40158 0.94920 0.00625
129 H 6.78956 1.19250 0.89566
130 O -1.31444 -5.66711 3.22200
131 S 0.08217 -5.28708 3.38168
132 O 0.56918 -4.07665 2.72009
133 O 0.34700 -5.03643 4.88315
134 C 1.32563 -4.18401 5.61536
135 C 1.21982 -4.42131 7.09632
136 C 1.12957 -6.64677 2.88304
137 H 0.92337 -3.23301 5.43387
138 H 2.25909 -4.36344 5.12311
139 H 1.41068 -5.43783 7.40744
140 H 0.23387 -4.10102 7.49900
141 H 1.90077 -3.75202 7.54265
142 H 0.64829 -7.62081 2.99364
143 H 2.06312 -6.64355 3.53741
144 H 1.31486 -6.48417 1.83937
145 O -0.97724 6.23239 -7.79902
146 S -0.05368 5.17106 -7.53688
147 O 0.51242 5.02089 -6.24437
148 O -0.70484 3.79310 -7.98050
149 C -0.40967 2.61651 -7.28950
150 C 0.76365 1.80128 -7.89699
151 C 1.31812 5.40812 -8.55943
152 H -1.32196 2.02925 -7.28107
153 H -0.17607 2.97146 -6.24153
154 H 1.75099 2.36726 -7.79864
155 H 0.46038 1.72133 -8.96220
156 H 0.82363 0.81345 -7.42662
157 H 2.10601 5.80826 -7.93474
158 H 1.07834 6.11676 -9.34527
159 H 1.66664 4.45987 -8.97050
160 O 5.87381 1.94413 3.53915
161 S 4.53170 1.99750 4.08371
162 O 3.46770 2.59467 3.28173
163 O 4.03132 0.60239 4.49583
164 C 2.55940 0.35426 4.50383
165 C 2.46182 -1.06283 5.02163
166 C 4.66655 2.81104 5.68753
167 H 2.19978 0.40530 3.48461
168 H 1.99996 1.00026 5.17615
169 H 1.48659 -1.46671 4.91339
170 H 2.68097 -1.12873 6.10848
171 H 3.15724 -1.81834 4.46908
172 H 5.29441 3.65693 5.57147
173 H 5.16523 2.17100 6.38728
174 H 3.66110 3.21868 6.03024
175 O -2.05729 0.27966 -0.05879
176 S -0.61455 0.35131 -0.06314
177 O 0.01699 0.98399 1.02756
178 O -0.01452 -1.12554 -0.09118
179 C -0.75218 -2.23872 -0.78262
180 C -0.00906 -3.50320 -0.49713
181 C -0.02066 1.06913 -1.54858
182 H -0.74404 -1.91053 -1.83288
183 H -1.74848 -2.12696 -0.40477
184 H 0.92675 -3.47112 -1.07220
185 H -0.47082 -4.39843 -0.69441
186 H 0.32951 -3.45911 0.57086
187 H 1.07573 0.86862 -1.50544
188 H -0.21225 2.09848 -1.54294
189 H -0.45712 0.52695 -2.37992
190 O -2.34291 3.96362 -3.17864
191 S -2.17213 4.57625 -1.92194
192 O -1.45768 3.82247 -0.95812
193 O -1.60110 5.96202 -2.22954
194 C -1.11587 6.85892 -1.19485
195 C -0.82619 8.16388 -1.78703
196 C -3.75111 5.08715 -1.37516
197 H -0.21714 6.42582 -0.62500
198 H -1.96298 6.98979 -0.48406
199 H -0.61794 8.92176 -1.04462
200 H -1.69352 8.57792 -2.29229
201 H -0.13779 8.03230 -2.61164
202 H -4.52881 4.25538 -1.34450
203 H -4.06915 5.93181 -1.94644
204 H -3.59282 5.33121 -0.31834

Output
HOMO energy = -8.612 eV
E = -9855.801742 Eh
gap between HOMO and LUMO = 8.69 eV
multiplicity = 1
LUMO = 0.1 eV

Mulliken population analysis, charges in e, atoms 1 to 2:
1. C -0.89
2. N 0.68

> Number 1 is which compound?

C38H107N13O11